Formula: C26H39Br6N6O10
Source: the Open Molecules 2025 dataset
Level of theory: ωB97M-V/def2-TZVPD

Summary:
E   -17539.0291 Eh
HOMO (spin up / spin down)   -7.66 / -7.66 eV
Kohn-Sham gap (spin up / spin down)   7.09 / 3.89 eV

Structure (ORCA input):
```
! wB97M-V def2-TZVPD RIJCOSX def2/J DEFGRID3
* xyz 0 2
C -0.736 -0.677 -0.497
C 0.866 -0.563 -0.330
C 1.566 -1.187 -1.502
O 1.292 0.740 -0.091
H -1.262 -0.349 0.399
H -1.241 -1.609 -0.750
H -1.068 0.049 -1.239
H 1.042 -1.148 0.573
H 1.477 -0.604 -2.419
H 1.072 -2.105 -1.821
H 2.608 -1.452 -1.327
C 0.335 -6.547 -1.822
Br 0.698 -7.432 -3.496
Br -0.186 -4.737 -2.260
Br 1.956 -6.575 -0.719
H -0.495 -7.048 -1.323
C -4.254 -3.846 -2.284
Br -4.226 -5.577 -1.352
Br -6.067 -3.021 -1.967
Br -4.079 -3.840 -4.296
H -3.575 -3.105 -1.862
C -0.212 5.262 -0.300
C -1.514 5.728 -0.197
C -2.608 4.878 -0.617
C -2.313 3.602 -1.114
C -0.971 3.204 -1.305
C 0.081 4.036 -0.915
O 1.383 3.636 -1.098
O -3.913 5.192 -0.350
H 0.651 5.854 -0.034
H -1.701 6.669 0.299
H -3.130 2.948 -1.384
H -0.729 2.181 -1.550
H 1.450 2.746 -0.743
H -3.905 5.403 0.587
C 0.401 -0.514 6.136
C -0.930 -0.634 6.452
C -1.920 -0.202 5.598
C -1.548 0.040 4.250
C -0.240 -0.027 3.859
C 0.762 -0.287 4.799
O 2.054 -0.331 4.465
O -3.220 -0.342 5.864
H 1.232 -0.500 6.825
H -1.311 -0.653 7.462
H -2.307 0.171 3.493
H -0.007 0.101 2.812
H 2.220 -0.124 3.542
H -3.441 -1.115 6.388
C 4.598 -3.485 1.058
C 3.716 -2.483 1.252
C 4.096 -1.295 1.799
C 5.376 -1.123 2.279
C 6.346 -2.083 2.050
C 5.951 -3.310 1.466
O 6.852 -4.192 1.120
O 3.176 -0.329 2.109
H 4.292 -4.351 0.490
H 2.666 -2.634 1.047
H 5.790 -0.195 2.645
H 7.373 -1.843 2.279
H 7.690 -3.945 1.518
H 2.518 -0.092 1.452
C -5.143 0.158 -3.317
O -6.253 0.116 -2.812
N -4.817 0.206 -4.562
N -4.041 0.212 -2.653
H -5.446 0.396 -5.329
H -3.893 0.437 -4.897
H -3.213 0.144 -3.227
H -3.993 -0.099 -1.693
C -0.960 0.980 -5.094
O -1.943 0.467 -4.577
N -1.075 1.649 -6.212
N 0.260 0.872 -4.708
H -1.997 1.841 -6.579
H -0.204 1.754 -6.711
H 0.213 0.160 -3.993
H 1.083 1.066 -5.259
C 1.470 3.503 2.363
O 1.708 4.437 3.030
N 2.382 2.698 1.841
N 0.266 3.139 1.941
H 2.141 2.208 0.991
H 3.309 2.910 2.181
H 0.192 2.245 1.476
H -0.526 3.570 2.395
*
```

In the Löwdin picture, each atom carries the following charge in e: number 1, C, carries 0.001; number 2, C, carries -0.456; number 3, C, carries -0.023; number 4, O, carries 0.037; number 5, H, carries 0.070; number 6, H, carries 0.072; number 7, H, carries 0.051; number 8, H, carries 0.108; number 9, H, carries 0.071; number 10, H, carries 0.039; number 11, H, carries 0.088; number 12, C, carries -1.580; number 13, Br, carries 0.564; number 14, Br, carries 0.546; number 15, Br, carries 0.548; number 16, H, carries -0.013; number 17, C, carries -1.464; number 18, Br, carries 0.527; number 19, Br, carries 0.545; number 20, Br, carries 0.489; number 21, H, carries -0.048; number 22, C, carries -0.030; number 23, C, carries 0.002; number 24, C, carries -0.312; number 25, C, carries -0.001; number 26, C, carries -0.022; number 27, C, carries -0.346; number 28, O, carries 0.028; number 29, O, carries 0.030; number 30, H, carries 0.121; number 31, H, carries 0.109; number 32, H, carries 0.104; number 33, H, carries 0.080; number 34, H, carries 0.036; number 35, H, carries 0.103; number 36, C, carries -0.004; number 37, C, carries -0.038; number 38, C, carries -0.354; number 39, C, carries -0.012; number 40, C, carries -0.033; number 41, C, carries -0.327; number 42, O, carries 0.059; number 43, O, carries 0.043; number 44, H, carries 0.119; number 45, H, carries 0.118; number 46, H, carries 0.110; number 47, H, carries 0.088; number 48, H, carries 0.045; number 49, H, carries 0.112; number 50, C, carries 0.002; number 51, C, carries -0.047; number 52, C, carries -0.307; number 53, C, carries -0.002; number 54, C, carries -0.006; number 55, C, carries -0.332; number 56, O, carries 0.083; number 57, O, carries -0.003; number 58, H, carries 0.100; number 59, H, carries 0.117; number 60, H, carries 0.123; number 61, H, carries 0.114; number 62, H, carries 0.113; number 63, H, carries 0.054; number 64, C, carries -0.831; number 65, O, carries -0.017; number 66, N, carries 0.165; number 67, N, carries 0.164; number 68, H, carries 0.121; number 69, H, carries 0.067; number 70, H, carries 0.054; number 71, H, carries 0.112; number 72, C, carries -0.749; number 73, O, carries 0.010; number 74, N, carries 0.181; number 75, N, carries 0.196; number 76, H, carries 0.129; number 77, H, carries 0.115; number 78, H, carries 0.104; number 79, H, carries 0.132; number 80, C, carries -0.787; number 81, O, carries 0.092; number 82, N, carries 0.170; number 83, N, carries 0.182; number 84, H, carries 0.046; number 85, H, carries 0.127; number 86, H, carries 0.079; number 87, H, carries 0.129

***

Formula: C26H39N10O4RbS2SeSi
Source: the Open Molecules 2025 dataset
Level of theory: ωB97M-V/def2-TZVPD

Summary:
ΔE to the lowest compared entry with this formula, charge and spin   0.000 eV
E   -5373.9251 Eh
HOMO   -5.11 eV
Kohn-Sham gap   4.25 eV

Structure (ORCA input):
```
! wB97M-V def2-TZVPD RIJCOSX def2/J DEFGRID3
* xyz 0 1
Rb -0.274 1.007 -0.671
C -0.935 2.919 -6.111
N 0.293 2.288 -5.669
C 1.568 2.700 -6.025
C 2.440 1.843 -5.461
N 1.683 0.924 -4.761
C 0.357 1.186 -4.881
S -0.907 0.310 -4.199
H -0.799 3.999 -6.115
H -1.725 2.645 -5.416
H -1.206 2.571 -7.108
H 1.733 3.568 -6.635
H 3.512 1.816 -5.483
H 2.017 0.128 -4.246
C -4.029 -6.852 5.817
C -3.647 -5.603 5.033
S -2.335 -5.979 3.897
O -1.147 -6.257 4.663
O -2.828 -6.929 2.936
C -2.060 -4.457 3.016
C -1.718 -3.284 3.931
N -0.936 -2.267 3.234
C -1.359 -1.567 2.148
N -0.408 -0.812 1.638
C 0.691 -1.013 2.417
C 0.391 -1.909 3.395
N 1.251 -2.319 4.472
O 0.758 -2.906 5.424
O 2.424 -2.030 4.360
C -2.744 -1.646 1.610
H -4.840 -6.614 6.503
H -3.182 -7.216 6.395
H -4.360 -7.642 5.146
H -3.281 -4.815 5.690
H -4.479 -5.227 4.435
H -2.940 -4.293 2.397
H -1.215 -4.698 2.366
H -1.123 -3.627 4.772
H -2.620 -2.809 4.321
H 1.618 -0.485 2.276
H -3.485 -1.689 2.409
H -2.878 -2.516 0.965
H -2.931 -0.753 1.017
C 3.225 2.797 0.868
Si 1.772 3.811 1.594
C 1.425 5.282 0.444
C 2.593 4.631 3.100
C 0.322 2.802 1.804
H 3.924 3.413 0.296
H 2.858 2.000 0.212
H 3.797 2.326 1.671
H 2.336 5.719 0.029
H 0.906 6.070 0.995
H 0.772 4.985 -0.378
H 3.455 5.253 2.843
H 2.932 3.863 3.801
H 1.869 5.256 3.628
H -0.634 3.304 1.971
H 0.408 1.916 2.438
N -3.112 -4.701 -2.217
C -1.950 -4.042 -1.923
C -1.933 -2.647 -1.727
N -0.834 -2.011 -1.390
C 0.278 -2.740 -1.247
C 0.260 -4.104 -1.450
N -0.847 -4.765 -1.786
H -3.881 -4.186 -2.607
H -3.016 -5.661 -2.502
H -2.837 -2.061 -1.859
H 1.184 -2.228 -0.948
H 1.163 -4.693 -1.340
Se -0.954 4.015 -2.568
N 0.510 3.049 -2.289
C 1.535 3.815 -2.615
C 2.916 3.447 -2.461
C 3.868 4.333 -2.818
C 3.537 5.627 -3.365
C 2.258 6.024 -3.525
C 1.204 5.126 -3.134
N -0.080 5.418 -3.197
H 3.165 2.490 -2.025
H 4.911 4.081 -2.681
H 4.345 6.296 -3.632
H 2.002 7.001 -3.908
*
```

In the Löwdin picture, each atom carries the following charge in e: number 1, Rb, carries 0.624; number 2, C, carries -0.043; number 3, N, carries -0.120; number 4, C, carries -0.051; number 5, C, carries -0.076; number 6, N, carries 0.073; number 7, C, carries -0.844; number 8, S, carries 0.536; number 9, H, carries 0.091; number 10, H, carries 0.044; number 11, H, carries 0.098; number 12, H, carries 0.127; number 13, H, carries 0.119; number 14, H, carries 0.150; number 15, C, carries -0.110; number 16, C, carries -0.304; number 17, S, carries 0.629; number 18, O, carries -0.296; number 19, O, carries -0.306; number 20, C, carries -0.214; number 21, C, carries -0.136; number 22, N, carries 0.051; number 23, C, carries -0.332; number 24, N, carries 0.057; number 25, C, carries -0.037; number 26, C, carries -0.128; number 27, N, carries -0.333; number 28, O, carries 0.077; number 29, O, carries 0.103; number 30, C, carries 0.013; number 31, H, carries 0.079; number 32, H, carries 0.082; number 33, H, carries 0.079; number 34, H, carries 0.100; number 35, H, carries 0.108; number 36, H, carries 0.096; number 37, H, carries 0.126; number 38, H, carries 0.104; number 39, H, carries 0.133; number 40, H, carries 0.128; number 41, H, carries 0.089; number 42, H, carries 0.071; number 43, H, carries 0.088; number 44, C, carries -0.199; number 45, Si, carries 0.298; number 46, C, carries -0.183; number 47, C, carries -0.219; number 48, C, carries -0.375; number 49, H, carries 0.011; number 50, H, carries -0.012; number 51, H, carries 0.019; number 52, H, carries 0.026; number 53, H, carries 0.028; number 54, H, carries -0.025; number 55, H, carries 0.015; number 56, H, carries 0.013; number 57, H, carries 0.014; number 58, H, carries -0.080; number 59, H, carries -0.095; number 60, N, carries 0.130; number 61, C, carries -0.378; number 62, C, carries -0.110; number 63, N, carries 0.025; number 64, C, carries -0.152; number 65, C, carries -0.118; number 66, N, carries 0.125; number 67, H, carries 0.094; number 68, H, carries 0.099; number 69, H, carries 0.118; number 70, H, carries 0.101; number 71, H, carries 0.107; number 72, Se, carries 1.108; number 73, N, carries -0.349; number 74, C, carries -0.408; number 75, C, carries -0.044; number 76, C, carries -0.065; number 77, C, carries -0.067; number 78, C, carries -0.020; number 79, C, carries -0.402; number 80, N, carries -0.209; number 81, H, carries 0.105; number 82, H, carries 0.109; number 83, H, carries 0.105; number 84, H, carries 0.114